Here is 14 unconnected molecules or ions with the total composition C87H194F18N7O22PS3 at a distorted geometry from the OMol25 dataset. Energies are from ωB97M-V with the def2-TZVPD basis set.

Calculated values
- total energy (a.u.) = -8802.6079
- 2S+1 = 1
- HOMO level (eV) = -11.15
- F_max (hartree/bohr) = 0.0836
- charge = +2

```
332
C87H194F18N7O22PS3 (ωB97M-V with the def2-TZVPD basis set)
C -4.556 2.739 4.006
C -5.375 1.452 3.954
N -4.875 0.251 4.736
C -5.888 -0.802 4.544
C -3.577 -0.154 4.185
C -2.883 -1.254 4.943
C -4.694 0.618 6.148
C -5.717 1.551 6.755
O -6.836 0.879 7.210
C -7.659 1.765 7.967
H -4.651 3.188 3.032
H -3.482 2.593 4.253
H -4.869 3.486 4.724
H -5.423 1.164 2.874
H -6.399 1.607 4.204
H -5.468 -1.722 4.958
H -6.027 -0.921 3.471
H -6.819 -0.503 5.035
H -2.947 0.747 4.147
H -3.784 -0.453 3.170
H -3.483 -2.121 5.204
H -2.497 -0.930 5.940
H -2.072 -1.772 4.429
H -3.695 0.997 6.279
H -4.703 -0.288 6.748
H -6.022 2.440 6.230
H -5.241 1.952 7.636
H -7.804 2.712 7.485
H -7.208 1.944 8.962
H -8.670 1.337 8.074
C -2.474 -3.907 -2.557
C -3.207 -2.598 -2.315
N -4.549 -2.624 -2.816
C -5.333 -3.626 -2.086
C -5.271 -1.257 -2.549
C -5.209 -0.800 -1.143
C -4.639 -2.889 -4.229
C -6.029 -2.755 -4.811
O -6.374 -1.505 -5.267
C -7.625 -1.574 -5.957
H -2.609 -4.310 -3.573
H -2.729 -4.644 -1.804
H -1.418 -3.735 -2.469
H -2.718 -1.726 -2.749
H -3.228 -2.352 -1.241
H -5.244 -3.467 -1.008
H -4.851 -4.585 -2.376
H -6.386 -3.586 -2.364
H -6.297 -1.501 -2.826
H -4.842 -0.518 -3.244
H -6.051 -1.214 -0.544
H -5.372 0.282 -1.153
H -4.316 -0.871 -0.538
H -4.418 -3.955 -4.388
H -3.833 -2.412 -4.822
H -6.833 -3.117 -4.155
H -5.909 -3.356 -5.745
H -7.844 -0.592 -6.375
H -8.400 -1.868 -5.254
H -7.583 -2.300 -6.749
C -5.598 2.731 -3.940
C -5.341 4.217 -3.967
N -3.985 4.745 -4.343
C -3.671 4.160 -5.695
C -3.926 6.257 -4.394
C -4.741 6.995 -5.455
C -2.967 4.388 -3.358
C -1.538 4.815 -3.585
O -1.318 6.089 -3.090
C 0.032 6.573 -3.200
H -5.155 2.208 -3.089
H -5.405 2.076 -4.770
H -6.644 2.583 -3.676
H -5.527 4.594 -2.965
H -5.957 4.622 -4.753
H -4.403 4.448 -6.434
H -3.588 3.110 -5.596
H -2.684 4.589 -5.848
H -2.885 6.474 -4.704
H -3.995 6.634 -3.361
H -4.595 8.040 -5.151
H -5.807 6.757 -5.437
H -4.302 6.907 -6.440
H -2.994 3.301 -3.266
H -3.384 4.763 -2.443
H -1.107 4.633 -4.565
H -0.915 4.124 -2.975
H 0.696 5.970 -2.601
H 0.103 7.609 -2.849
H 0.274 6.542 -4.241
C 0.737 -1.205 3.958
C 0.644 -1.609 2.483
N 0.313 -0.523 1.478
C 1.200 0.631 1.796
C 0.659 -1.010 0.155
C -0.171 -2.180 -0.255
C -1.073 -0.080 1.637
C -1.499 0.948 0.644
O -1.767 0.323 -0.630
C -2.334 1.302 -1.525
H 0.760 -2.159 4.509
H -0.142 -0.641 4.242
H 1.567 -0.602 4.280
H -0.148 -2.356 2.390
H 1.544 -2.090 2.126
H 0.806 0.922 2.767
H 1.147 1.405 1.031
H 2.188 0.235 1.912
H 1.681 -1.363 0.291
H 0.548 -0.178 -0.536
H -0.261 -2.215 -1.319
H -1.196 -2.209 0.074
H 0.323 -3.027 0.204
H -1.146 0.374 2.635
H -1.756 -0.939 1.598
H -0.780 1.788 0.563
H -2.453 1.358 1.005
H -1.548 2.012 -1.806
H -3.171 1.800 -1.086
H -2.605 0.690 -2.377
C -1.363 5.658 0.587
C -1.389 5.782 2.073
N -0.366 5.133 2.851
C -0.209 3.724 2.467
C 0.920 5.824 2.770
C 2.129 5.167 3.378
C -0.719 5.204 4.292
C -0.647 6.539 5.040
O -1.583 7.435 4.552
C -1.657 8.584 5.428
H -0.454 6.093 0.145
H -2.209 6.200 0.197
H -1.410 4.616 0.229
H -2.277 5.306 2.453
H -1.534 6.791 2.380
H 0.328 3.173 3.215
H 0.250 3.736 1.481
H -1.211 3.334 2.483
H 0.762 6.843 3.136
H 1.134 5.897 1.700
H 2.918 5.870 3.149
H 2.284 4.238 2.864
H 2.104 5.170 4.465
H -0.119 4.446 4.773
H -1.764 4.947 4.396
H 0.367 6.940 4.981
H -0.787 6.203 6.072
H -2.405 9.267 5.057
H -0.660 9.074 5.577
H -1.911 8.245 6.455
C -0.382 -6.056 0.333
C -0.501 -6.660 1.698
N 0.653 -6.437 2.575
C 0.734 -5.016 2.774
C 0.432 -7.054 3.917
C 1.545 -7.131 4.986
C 1.932 -6.805 1.951
C 2.059 -8.189 1.392
O 2.142 -9.166 2.408
C 2.129 -10.463 1.864
H 0.492 -6.321 -0.280
H -0.560 -5.001 0.293
H -1.260 -6.435 -0.202
H -0.530 -7.755 1.601
H -1.337 -6.227 2.234
H 1.660 -4.793 3.326
H -0.170 -4.656 3.228
H 0.806 -4.527 1.816
H 0.012 -8.056 3.765
H -0.298 -6.435 4.427
H 1.814 -6.124 5.313
H 2.406 -7.757 4.768
H 0.987 -7.565 5.782
H 2.678 -6.572 2.727
H 2.217 -6.122 1.154
H 3.026 -8.238 0.868
H 1.314 -8.453 0.630
H 1.246 -10.587 1.228
H 2.186 -11.197 2.679
H 3.036 -10.629 1.251
C 4.316 -2.983 -2.657
C 3.570 -2.861 -3.999
N 2.128 -2.622 -3.930
C 1.773 -1.399 -3.114
C 1.589 -2.439 -5.352
C 2.230 -1.340 -6.136
C 1.500 -3.863 -3.391
C 2.042 -5.240 -3.805
O 1.893 -5.346 -5.227
C 2.123 -6.688 -5.526
H 4.023 -3.918 -2.227
H 4.121 -2.221 -1.896
H 5.377 -2.895 -2.917
H 3.699 -3.772 -4.624
H 4.017 -2.015 -4.528
H 2.347 -0.567 -3.482
H 1.929 -1.550 -2.040
H 0.717 -1.217 -3.337
H 0.566 -2.216 -5.088
H 1.699 -3.375 -5.884
H 2.126 -0.381 -5.645
H 1.601 -1.291 -7.036
H 3.266 -1.556 -6.348
H 0.458 -3.722 -3.634
H 1.702 -3.830 -2.332
H 1.371 -5.980 -3.330
H 3.077 -5.357 -3.415
H 3.162 -7.036 -5.402
H 1.899 -6.863 -6.588
H 1.498 -7.374 -4.954
C 5.591 1.160 -5.720
C 4.707 1.596 -4.574
C 5.449 2.067 -3.276
C 6.269 0.916 -2.746
P 6.753 1.104 -0.952
C 5.291 0.895 0.074
C 5.298 1.414 1.517
C 6.526 0.867 2.345
C 6.489 1.223 3.773
C 7.863 -0.220 -0.542
C 7.464 -1.647 -0.699
C 8.546 -2.704 -0.514
C 9.284 -2.607 0.814
C 7.463 2.761 -0.673
C 8.731 3.100 -1.459
C 9.171 4.542 -1.300
C 8.151 5.527 -1.785
H 5.145 1.160 -6.743
H 5.818 0.111 -5.442
H 6.578 1.601 -5.832
H 4.038 0.799 -4.281
H 4.052 2.430 -4.951
H 4.711 2.252 -2.492
H 5.961 3.024 -3.400
H 7.150 0.814 -3.384
H 5.775 -0.052 -2.829
H 5.134 -0.179 0.224
H 4.396 1.125 -0.528
H 4.335 1.206 1.966
H 5.268 2.489 1.439
H 7.446 1.247 1.907
H 6.571 -0.200 2.120
H 7.384 0.935 4.291
H 5.681 0.818 4.355
H 6.318 2.293 3.931
H 8.159 -0.079 0.492
H 8.789 -0.058 -1.109
H 7.041 -1.716 -1.717
H 6.626 -1.847 -0.022
H 9.244 -2.511 -1.340
H 8.122 -3.721 -0.553
H 8.608 -2.650 1.653
H 9.881 -1.717 0.876
H 9.966 -3.453 0.920
H 7.625 2.805 0.420
H 6.564 3.406 -0.798
H 8.532 2.927 -2.529
H 9.577 2.505 -1.147
H 10.204 4.675 -1.642
H 9.270 4.754 -0.204
H 7.268 5.766 -1.212
H 7.845 5.331 -2.835
H 8.570 6.558 -1.774
C -7.135 4.350 0.245
F -6.553 5.035 1.216
F -8.376 3.985 0.712
F -7.212 5.157 -0.823
S -6.204 2.843 -0.168
O -5.047 3.380 -0.852
O -5.854 2.275 1.136
O -7.124 2.111 -0.967
C -4.477 -4.681 2.937
F -4.874 -3.886 3.950
F -3.778 -5.701 3.421
F -5.573 -5.070 2.243
S -3.364 -3.748 1.808
O -4.108 -2.573 1.378
O -2.294 -3.364 2.719
O -3.135 -4.692 0.759
C 1.971 2.735 -1.563
F 2.410 1.453 -1.626
F 2.059 3.318 -2.761
F 0.660 2.720 -1.148
S 2.819 3.743 -0.384
O 2.041 4.932 -0.431
O 2.837 2.930 0.812
O 4.164 3.942 -0.959
C -1.966 -0.537 -5.053
O -2.767 -0.977 -6.214
O -1.380 -1.654 -4.570
C -0.990 0.552 -5.410
F -1.410 1.879 -5.439
F 0.053 0.645 -4.555
F -0.381 0.235 -6.506
C -3.594 0.025 -6.716
C -4.172 -0.596 -8.008
H -4.786 0.038 -8.648
H -3.383 -0.955 -8.684
H -4.727 -1.493 -7.774
H -3.103 0.984 -6.883
H -4.456 0.191 -6.092
H -2.685 -0.104 -4.242
C 3.772 -3.696 0.575
O 4.036 -5.114 0.691
O 2.553 -3.560 0.091
C 4.013 -3.033 1.877
F 3.281 -3.444 2.829
F 5.289 -3.142 2.322
F 3.767 -1.651 1.796
C 5.408 -5.420 0.574
C 5.684 -6.830 1.131
H 5.359 -6.855 2.172
H 5.073 -7.573 0.589
H 6.720 -7.120 1.081
H 5.950 -4.643 1.062
H 5.708 -5.539 -0.457
H 4.644 -3.234 -0.102
C -0.774 1.562 5.901
O -1.624 2.292 6.843
O -1.035 1.825 4.628
C 0.722 1.822 6.276
F 1.539 1.085 5.462
F 1.075 3.092 6.023
F 1.034 1.547 7.559
C -1.655 3.671 7.012
C -2.346 4.059 8.287
H -3.382 3.669 8.236
H -1.810 3.590 9.139
H -2.371 5.141 8.411
H -2.318 3.990 6.183
H -0.679 4.143 7.019
H -1.066 0.511 6.259
```

***

Here is a molecular structure, C55H66BrCl3FeN9O2STe at a distorted geometry from the OMol25 dataset. Energies are from ωB97M-V with the def2-TZVPD basis set.

Calculated values
- total energy (a.u.) = -8663.1765
- <S²> = 8.773
- 2S+1 = 6
- HOMO level (spin up / spin down) (eV) = -3.61 / -7.24
- relative energy (zero: lowest compared OMol25 entry of this formula, charge and spin) (kcal per mole) = 0.0
- F_max (hartree/bohr) = 0.0213
- charge = 0

```
139
C55H66BrCl3FeN9O2STe (ωB97M-V with the def2-TZVPD basis set)
Fe 0.626 -0.864 0.338
C 0.801 -3.894 2.220
N 1.827 -4.268 1.284
C 2.541 -5.508 1.498
C 3.493 -5.527 0.313
N 2.832 -4.659 -0.658
C 3.646 -4.235 -1.790
C 1.916 -3.855 -0.016
N 1.212 -2.885 -0.502
C 1.243 -2.588 -1.923
C -0.086 -2.031 -2.413
N -0.412 -0.792 -1.735
C -1.060 0.180 -2.300
N -1.364 1.337 -1.644
C -1.414 1.537 -0.216
C -2.031 2.309 -2.485
C -2.047 1.631 -3.851
N -1.559 0.284 -3.577
C -1.298 -0.553 -4.731
H 1.247 -3.711 3.200
H 0.049 -4.687 2.318
H 0.317 -2.992 1.875
H 1.850 -6.362 1.482
H 3.055 -5.497 2.459
H 3.644 -6.521 -0.107
H 4.465 -5.106 0.591
H 4.643 -4.658 -1.673
H 3.746 -3.151 -1.828
H 3.236 -4.597 -2.734
H 1.446 -3.483 -2.518
H 2.014 -1.837 -2.135
H -0.873 -2.776 -2.238
H 0.036 -1.913 -3.491
H -0.657 2.249 0.117
H -1.273 0.592 0.300
H -2.391 1.929 0.065
H -1.477 3.252 -2.491
H -3.037 2.513 -2.113
H -1.389 2.133 -4.567
H -3.052 1.582 -4.279
H -1.921 -0.185 -5.544
H -1.581 -1.586 -4.537
H -0.255 -0.508 -5.057
C 8.436 0.991 -1.195
C 7.372 1.982 -1.668
C 7.493 2.139 -3.190
C 7.646 3.333 -0.986
C 5.961 1.527 -1.307
C 5.688 0.330 -0.673
C 4.384 0.018 -0.334
Br 4.070 -1.676 0.509
C 3.265 0.845 -0.576
O 2.069 0.524 -0.140
C 3.554 2.041 -1.302
C 4.868 2.337 -1.619
C 2.421 2.954 -1.767
C 1.496 2.122 -2.669
C 1.669 3.506 -0.548
C 2.907 4.143 -2.601
H 9.427 1.381 -1.433
H 8.329 0.023 -1.688
H 8.382 0.846 -0.115
H 8.498 2.476 -3.456
H 6.779 2.868 -3.573
H 7.308 1.186 -3.688
H 8.674 3.653 -1.176
H 7.506 3.244 0.092
H 6.976 4.110 -1.353
H 6.467 -0.378 -0.425
H 5.063 3.260 -2.147
H 1.085 1.280 -2.122
H 2.062 1.745 -3.525
H 0.672 2.739 -3.044
H 1.382 2.704 0.126
H 0.769 4.049 -0.853
H 2.311 4.197 0.003
H 3.440 3.813 -3.496
H 3.557 4.806 -2.027
H 2.038 4.721 -2.920
Cl -9.012 1.632 3.034
C -8.040 0.532 2.127
C -6.732 0.286 2.502
C -5.962 -0.588 1.757
C -6.474 -1.256 0.642
C -5.663 -2.237 -0.167
C -4.750 -3.148 0.677
N -3.526 -2.564 1.197
C -3.185 -2.474 2.527
C -1.938 -1.936 2.567
N -1.496 -1.708 1.288
C -2.470 -2.099 0.490
O -4.893 -1.727 -1.272
C -4.469 -0.358 -1.382
C -5.493 0.618 -1.888
C -5.689 1.884 -1.406
Cl -4.823 2.675 -0.152
S -6.918 2.741 -2.264
C -7.165 1.393 -3.304
C -6.346 0.357 -2.996
C -7.808 -0.995 0.309
Cl -8.561 -1.801 -1.031
C -8.586 -0.104 1.020
H -6.313 0.792 3.361
H -4.934 -0.741 2.052
H -6.374 -2.927 -0.624
H -4.471 -3.993 0.045
H -5.336 -3.519 1.516
H -3.856 -2.784 3.310
H -1.316 -1.733 3.425
H -2.441 -2.060 -0.585
H -3.679 -0.432 -2.129
H -4.031 0.011 -0.451
H -7.912 1.454 -4.078
H -6.341 -0.585 -3.525
H -9.605 0.095 0.723
Te 1.639 0.265 2.750
C 1.399 -0.470 4.756
C 0.270 -0.220 5.525
C 0.172 -0.740 6.808
C 1.199 -1.512 7.334
C 2.335 -1.752 6.573
C 2.432 -1.236 5.288
H -0.523 0.404 5.128
H -0.710 -0.537 7.405
H 1.117 -1.920 8.333
H 3.148 -2.338 6.984
H 3.325 -1.419 4.698
N -3.453 5.733 2.486
C -2.680 4.873 2.592
C -1.735 3.840 2.713
C -2.142 2.478 2.778
C -1.214 1.476 2.844
C 0.175 1.767 2.873
C 0.586 3.125 2.830
C -0.335 4.133 2.756
H -3.200 2.240 2.756
H -1.551 0.445 2.874
H 1.645 3.358 2.847
H -0.021 5.169 2.732
```

***

Here is a single C2H3NO2 molecule at a distorted geometry from the OMol25 dataset. Energies are from ωB97M-V with the def2-TZVPD basis set.

Calculated values
- total energy (a.u.) = -283.0545
- 2S+1 = 1
- HOMO level (spin up / spin down) (eV) = -8.79 / -8.55
- relative energy (zero: lowest compared OMol25 entry of this formula, charge and spin) (kcal per mole) = 127.7
- F_max (hartree/bohr) = 0.0765
- charge = 0

```
8
C2H3NO2 (ωB97M-V with the def2-TZVPD basis set)
C -0.805 0.544 -0.268
C 0.649 0.413 -0.360
N -0.145 -0.946 1.246
O -1.787 0.911 -0.795
O 0.801 -0.906 0.144
H 1.176 0.484 -1.428
H 0.876 1.297 0.371
H -0.764 -1.798 1.090
```